DFT (wB97M-V/def2-TZVPD) results for a structure of composition C18H51KN6O8PS.

Last column: Löwdin charge in e.
Atoms and positions in Å:
K  -0.936  1.381  1.101  0.794
S  -3.448  3.606  0.689  0.201
O  -3.557  4.889  1.346  -0.143
O  -4.683  3.733  -0.097  -0.143
O  -2.223  3.499  -0.050  -0.380
O  -3.566  2.535  1.618  -0.338
O  0.451  -0.438  -0.768  -0.319
P  1.363  -1.186  -1.669  0.656
N  3.068  -0.837  -1.371  -0.294
C  4.142  -1.523  -2.084  -0.114
C  3.272  0.548  -1.028  -0.156
N  1.183  -0.837  -3.350  -0.306
C  0.905  0.530  -3.761  -0.105
C  1.766  -1.676  -4.341  -0.149
N  1.274  -2.903  -1.561  -0.305
C  0.056  -3.674  -1.978  -0.080
C  2.058  -3.548  -0.500  -0.109
H  5.076  -1.571  -1.523  0.091
H  4.229  -1.021  -3.047  0.076
H  3.849  -2.527  -2.393  0.058
H  2.468  1.074  -0.514  0.054
H  3.507  1.121  -1.925  0.076
H  4.155  0.600  -0.391  0.087
H  0.051  0.989  -3.263  0.085
H  1.721  1.246  -3.666  0.062
H  0.749  0.399  -4.832  0.084
H  2.321  -2.501  -3.895  0.063
H  1.003  -2.035  -5.032  0.088
H  2.522  -1.150  -4.925  0.084
H  0.377  -4.399  -2.726  0.083
H  -0.473  -4.050  -1.102  0.077
H  -0.688  -2.999  -2.400  0.076
H  1.768  -4.590  -0.363  0.085
H  1.807  -3.051  0.437  0.062
H  3.127  -3.510  -0.709  0.062
C  2.615  4.677  -0.375  -0.068
C  1.150  4.620  -0.728  -0.469
C  1.029  3.973  -2.097  -0.150
O  1.434  4.953  -3.119  -0.164
C  0.857  4.607  -4.358  -0.123
N  0.549  3.893  0.304  0.016
H  3.200  5.298  -1.054  0.079
H  3.192  3.754  -0.309  0.073
H  2.683  5.234  0.559  0.077
H  0.776  5.634  -0.584  0.154
H  -0.029  3.724  -2.182  0.118
H  1.554  3.018  -2.099  0.104
H  1.060  5.424  -5.050  0.087
H  -0.226  4.546  -4.247  0.087
H  1.237  3.682  -4.792  0.077
H  0.520  4.491  1.117  0.094
H  -0.445  3.991  0.149  0.013
C  -4.903  -0.700  0.254  -0.060
C  -4.700  -0.826  1.722  -0.445
C  -4.449  -2.303  2.122  -0.169
O  -4.358  -2.515  3.538  -0.171
C  -4.291  -3.817  3.925  -0.176
N  -3.610  0.011  2.138  0.033
H  -4.053  -1.075  -0.317  0.085
H  -5.053  0.355  0.025  0.078
H  -5.826  -1.035  -0.218  0.081
H  -5.550  -0.521  2.332  0.142
H  -3.439  -2.529  1.779  0.116
H  -5.143  -2.966  1.606  0.125
H  -3.710  -4.508  3.314  0.082
H  -5.197  -4.341  4.229  0.086
H  -3.683  -3.715  4.825  0.084
H  -3.687  0.985  1.886  -0.024
H  -3.398  -0.047  3.124  0.085
C  2.274  0.073  2.113  -0.056
C  0.949  -0.435  2.665  -0.476
C  1.071  -1.734  3.475  -0.185
O  -0.261  -2.212  3.686  -0.187
C  -0.421  -3.630  3.417  -0.068
N  0.480  0.617  3.533  0.008
H  2.240  1.063  1.657  0.077
H  2.601  -0.743  1.470  0.067
H  3.029  0.115  2.897  0.090
H  0.205  -0.533  1.875  0.066
H  1.565  -1.623  4.440  0.134
H  1.701  -2.366  2.850  0.109
H  -0.503  -3.872  2.358  0.086
H  -1.292  -3.865  4.029  0.072
H  0.333  -4.218  3.942  0.085
H  -0.017  0.156  4.282  0.077
H  1.248  1.109  3.967  0.079

Calculated values
**Expectation value of S²**: 0.7591
**2S+1**: 2
**Orbital gap (spin up / spin down)**: 8.59 / 6.57 eV
**HOMO level (spin up / spin down)**: -8.38 / -8.38 eV
**Total charge**: 0
**Lowest unoccupied orbital energy (spin up / spin down)**: 0.21 / -1.81 eV


DFT (wB97M-V/def2-TZVPD) results for an isolated molecule of C24H32N4O2.

Last column: Löwdin charge in e.
Atoms and positions in Å:
C  -6.498  -0.345  0.947  -0.044
C  -5.678  -0.207  -0.343  -0.562
C  -5.684  -1.538  -1.110  -0.044
C  -6.346  0.853  -1.223  -0.067
C  -4.245  0.148  0.018  -0.180
C  -3.500  -0.721  0.814  -0.025
C  -2.195  -0.445  1.161  -0.008
C  -1.587  0.726  0.719  -0.185
N  -0.260  0.975  1.091  -0.043
N  0.194  0.485  2.256  0.091
C  1.460  0.834  2.341  -0.093
C  1.854  1.560  1.205  -0.124
C  0.722  1.627  0.416  -0.145
C  0.670  2.234  -0.938  -0.118
C  2.096  2.281  -1.498  -0.167
C  3.063  2.895  -0.488  -0.127
C  3.202  2.020  0.766  -0.238
N  3.972  0.808  0.507  0.131
C  5.238  0.756  0.059  -0.491
O  5.951  1.724  -0.101  0.066
C  5.733  -0.673  -0.182  -0.069
C  4.807  -1.546  -1.039  -0.126
N  3.571  -1.924  -0.392  -0.093
C  3.529  -2.844  0.724  -0.138
C  2.073  -2.761  1.195  -0.142
C  1.312  -2.377  -0.072  -0.064
C  2.350  -1.676  -0.930  -0.466
O  2.147  -1.001  -1.914  0.068
C  -2.319  1.615  -0.054  -0.001
C  -3.627  1.320  -0.400  -0.015
H  -6.477  0.587  1.507  0.091
H  -6.107  -1.134  1.584  0.076
H  -7.533  -0.582  0.708  0.084
H  -5.281  -2.346  -0.506  0.075
H  -5.084  -1.454  -2.013  0.091
H  -6.701  -1.800  -1.394  0.084
H  -7.363  0.543  -1.454  0.084
H  -5.811  0.976  -2.162  0.086
H  -6.396  1.811  -0.711  0.085
H  -3.941  -1.638  1.173  0.109
H  -1.633  -1.120  1.788  0.104
H  2.041  0.566  3.202  0.112
H  0.025  1.650  -1.597  0.123
H  0.271  3.253  -0.878  0.121
H  2.412  1.266  -1.746  0.091
H  2.104  2.867  -2.417  0.115
H  4.050  3.020  -0.931  0.107
H  2.699  3.880  -0.183  0.124
H  3.720  2.587  1.551  0.157
H  3.442  -0.049  0.532  0.110
H  6.698  -0.597  -0.683  0.121
H  5.898  -1.143  0.790  0.112
H  5.349  -2.457  -1.324  0.130
H  4.525  -1.009  -1.950  0.133
H  3.789  -3.858  0.389  0.128
H  4.237  -2.549  1.502  0.119
H  1.963  -1.975  1.944  0.096
H  1.730  -3.698  1.628  0.111
H  0.961  -3.254  -0.621  0.128
H  0.455  -1.731  0.112  0.105
H  -1.886  2.549  -0.371  0.106
H  -4.160  2.037  -1.002  0.103

Calculated values
**SMILES**: CC(C)(C)c1ccc(-n2ncc3c2CCC[C@@H]3NC(=O)CCN2CCCC2=O)cc1
**2S+1**: 1
**Orbital gap**: 9.18 eV
**Energy relative to the best compared isomer or geometry (same formula, charge and spin)**: 1.7 kcal per mole
**HOMO level**: -8.50 eV
**Total charge**: 0
**Lowest unoccupied orbital energy**: 0.68 eV


DFT (wB97M-V/def2-TZVPD) results for a cluster of 5 separate species, H8IO4 in total.

Last column: Löwdin charge in e.
Atoms and positions in Å:
I  0.274  -41.211  -10.254  -0.002
O  -0.885  -37.876  -9.771  -0.069
H  -0.818  -37.310  -10.451  -0.047
H  -0.581  -38.777  -9.915  -0.145
O  1.694  -39.165  -7.395  -0.060
H  1.068  -38.493  -7.562  0.001
H  1.536  -39.671  -8.150  -0.119
O  2.570  -38.580  -10.893  0.000
H  3.281  -39.078  -10.739  -0.035
H  1.929  -39.117  -10.654  -0.204
O  1.665  -44.071  -11.836  -0.186
H  1.198  -43.246  -11.506  -0.158
H  2.099  -44.407  -11.019  0.025

Calculated values
**2S+1**: 1
**Orbital gap**: 8.24 eV
**Energy relative to the best compared isomer or geometry (same formula, charge and spin)**: 24.6 kcal per mole
**HOMO level**: -4.80 eV
**Total charge**: -1
**Lowest unoccupied orbital energy**: 3.44 eV


DFT (wB97M-V/def2-TZVPD) results for an isolated molecule of C4H12N2O.

Last column: Löwdin charge in e.
Atoms and positions in Å:
N  1.560  -1.737  -0.559  -0.003
C  1.746  -0.481  0.164  -0.291
C  0.733  -0.370  1.323  -0.200
C  -0.684  -0.190  0.844  -0.243
N  -0.905  1.134  0.268  -0.054
C  -2.005  1.275  -0.617  -0.319
O  -1.825  0.777  -1.936  -0.060
H  2.080  -2.513  -0.171  0.066
H  1.759  -1.643  -1.546  0.063
H  1.525  0.303  -0.557  0.091
H  2.775  -0.306  0.490  0.102
H  1.082  0.422  1.978  0.105
H  0.862  -1.301  1.881  0.109
H  -0.912  -0.999  0.153  0.109
H  -1.362  -0.298  1.692  0.112
H  -0.063  1.551  -0.110  0.098
H  -2.859  0.733  -0.218  0.122
H  -2.315  2.318  -0.660  0.113
H  -1.190  1.324  -2.417  0.079

Calculated values
**SMILES**: NCCCNCO
**2S+1**: 1
**Orbital gap**: 9.74 eV
**Energy relative to the best compared isomer or geometry (same formula, charge and spin)**: 31.9 kcal per mole
**HOMO level**: -8.84 eV
**Total charge**: 0
**Lowest unoccupied orbital energy**: 0.90 eV